Entry 1:
DFT (ωB97M-V with the def2-TZVPD basis set) results for a 2-piece molecular cluster, C2H5P overall at a distorted geometry.

Values from the calculation:
DFT total energy: -11440.701 eV
ΔE to the lowest compared entry with this formula, charge and spin: 41.77 kcal/mol
strongest force on any atom: 4.71 eV/Å
spin multiplicity: 1
gap between HOMO and LUMO: 9.7 eV
lowest unoccupied orbital energy: 0.3 eV

CARTESIAN COORDINATES (ANGSTROEM)
C (-0.6961, 1.3824, 0.3001)
C (0.5862, -0.9333, -0.1437)
P (0.2815, 0.7043, -0.8649)
H (-1.0393, 2.3963, 0.1870)
H (-1.0088, 0.8710, 1.1962)
H (-0.0971, -1.2742, 0.6181)
H (0.3482, -1.9999, -1.3564)
H (1.6254, -1.1465, 0.0636)

Forces on atoms 1 to 6 (eV/Å):
0.4813 -0.2846 -0.5486
-0.5955 -3.0361 -3.5511
-0.3723 0.3706 0.4352
-0.1022 0.2240 -0.0667
-0.0855 -0.1082 0.1639
-0.0627 -0.0570 0.2038



Entry 2:
DFT (ωB97M-V with the def2-TZVPD basis set) results for C2H5PS in the gas phase at a distorted geometry.

Values from the calculation:
DFT total energy: -22276.462 eV
ΔE to the lowest compared entry with this formula, charge and spin: 33.26 kcal/mol
strongest force on any atom: 4.93 eV/Å
spin multiplicity: 1
gap between HOMO and LUMO: 9.1 eV
lowest unoccupied orbital energy: 0.6 eV

CARTESIAN COORDINATES (ANGSTROEM)
P (-1.6568, -0.5072, -0.6288)
C (0.3960, -0.3351, 0.1934)
C (1.0879, 0.8673, -0.2212)
S (1.7245, -0.8402, -0.8229)
H (-1.9292, 0.2169, 0.4780)
H (-2.2717, -1.5660, 0.0862)
H (0.2113, -0.7162, 1.2563)
H (0.6413, 1.6025, -0.8832)
H (1.7966, 1.2779, 0.5422)

Forces on atoms 1 to 6 (eV/Å):
2.4879 0.0088 -0.0596
-4.4051 -1.9920 0.9566
1.5443 -0.3741 1.0252
0.1256 1.2483 -0.1229
-0.7200 1.4319 0.9928
0.6075 -0.5291 -0.0876



Entry 3:
DFT (ωB97M-V with the def2-TZVPD basis set) results for a 2-piece molecular cluster, C2H5S overall.

Values from the calculation:
DFT total energy: -12990.280 eV
ΔE to the lowest compared entry with this formula, charge and spin: 14.66 kcal/mol
strongest force on any atom: 0.62 eV/Å
spin multiplicity: 1
charge: -1
gap between HOMO and LUMO: 6.8 eV
lowest unoccupied orbital energy: 4.3 eV

CARTESIAN COORDINATES (ANGSTROEM)
S (-2.9376, 0.1874, -0.0542)
H (-2.8779, 0.0588, -1.3848)
C (1.2837, 0.5139, 0.1118)
C (0.6271, -0.6212, 0.3029)
H (2.3671, 0.5404, 0.1395)
H (0.7704, 1.4583, -0.0151)
H (-0.4627, -0.6588, 0.3096)
H (1.2299, -1.4788, 0.5903)

Forces on atoms 1 to 6 (eV/Å):
-0.0737 0.0288 0.1575
0.0159 -0.0177 -0.1450
-0.0288 0.0860 0.1093
0.2993 0.2364 0.4861
0.0750 0.0564 0.0362
-0.1046 -0.0300 -0.2588



Entry 4:
DFT (ωB97M-V with the def2-TZVPD basis set) results for C2H6 as an isolated structure at a distorted geometry.

Values from the calculation:
DFT total energy: -2167.918 eV
ΔE to the lowest compared entry with this formula, charge and spin: 76.82 kcal/mol
strongest force on any atom: 11.92 eV/Å
spin multiplicity: 1
gap between HOMO and LUMO: 12.8 eV
lowest unoccupied orbital energy: 1.2 eV

CARTESIAN COORDINATES (ANGSTROEM)
C (-0.7316, 0.0092, -0.0033)
C (0.7768, -0.0159, -0.0347)
H (-1.0453, -0.4299, 1.0988)
H (-1.2279, 0.9776, -0.4217)
H (-1.1145, -0.5674, -0.5713)
H (1.2777, 0.9256, 0.7784)
H (1.0134, 0.1272, -0.8940)
H (1.0513, -1.0264, 0.0478)

Forces on atoms 1 to 6 (eV/Å):
2.6793 7.2977 9.0423
-2.5010 1.9494 10.5944
0.1288 1.8973 -2.5893
0.9489 -1.0351 1.7790
-4.3775 -8.1886 -7.4592
-1.2798 -3.5053 -2.5622



Entry 5:
DFT (ωB97M-V with the def2-TZVPD basis set) results for a 2-piece molecular cluster, C2H6BrClP overall at a distorted geometry.

Values from the calculation:
DFT total energy: -94016.362 eV
ΔE to the lowest compared entry with this formula, charge and spin: 49.22 kcal/mol
strongest force on any atom: 1.89 eV/Å
spin multiplicity: 1
charge: +1
gap between HOMO and LUMO: 6.8 eV
lowest unoccupied orbital energy: -7.5 eV

CARTESIAN COORDINATES (ANGSTROEM)
C (-0.0293, 2.3079, 0.9889)
C (-0.0323, -2.4016, -1.7569)
P (-0.7902, 1.0207, 1.8765)
Cl (0.7039, 0.3298, 2.9799)
Br (0.0264, -0.6851, -0.9045)
H (0.0862, 2.1371, -0.0584)
H (0.9366, 2.5077, 1.4661)
H (-0.7618, 3.1848, 0.9076)
H (-0.9682, -2.7831, -2.1100)
H (0.7331, -2.6040, -2.4672)
H (0.0955, -3.0141, -0.9220)

Forces on atoms 1 to 6 (eV/Å):
-0.2690 1.7534 0.5927
-0.5104 -0.9012 0.4694
-0.1794 -1.1998 0.1958
-0.4537 0.1853 -0.2857
-0.1514 0.8087 -0.3612
0.3097 -0.7154 -1.0490



Entry 6:
DFT (ωB97M-V with the def2-TZVPD basis set) results for C2H6BrClSi in the gas phase at a distorted geometry.

Values from the calculation:
DFT total energy: -92613.611 eV
ΔE to the lowest compared entry with this formula, charge and spin: 65.28 kcal/mol
strongest force on any atom: 4.58 eV/Å
spin multiplicity: 1
gap between HOMO and LUMO: 10.8 eV
lowest unoccupied orbital energy: 0.6 eV

CARTESIAN COORDINATES (ANGSTROEM)
Cl (2.3180, -1.4983, 1.7867)
Si (0.8563, -1.1960, 0.3830)
C (0.1599, 0.5683, 0.4696)
C (-1.0930, 0.8856, -0.7546)
Br (-2.7517, -0.1019, -0.5541)
H (1.7683, -1.1812, -0.7588)
H (0.1835, -2.4686, 0.4537)
H (-0.3227, 0.9825, 1.4382)
H (0.8015, 1.2558, -0.0649)
H (-1.4206, 2.0552, -0.6901)
H (-0.4995, 0.6987, -1.7088)

Forces on atoms 1 to 6 (eV/Å):
0.2454 0.1769 0.8610
1.1160 0.9389 -0.1954
-4.3995 0.7662 -1.0043
1.9770 1.7878 1.2181
0.5650 -0.0170 -0.2011
-0.3377 0.0059 -0.7177



Entry 7:
DFT (ωB97M-V with the def2-TZVPD basis set) results for a 2-piece molecular cluster, C2H6BrNS overall at a distorted geometry.

Values from the calculation:
DFT total energy: -84535.198 eV
ΔE to the lowest compared entry with this formula, charge and spin: 36.58 kcal/mol
strongest force on any atom: 5.17 eV/Å
spin multiplicity: 3
gap between HOMO and LUMO (spin up / spin down): 7.9 / 6.3 eV
lowest unoccupied orbital energy (spin up / spin down): -0.4 / -2.6 eV

CARTESIAN COORDINATES (ANGSTROEM)
C (0.9308, -0.7510, 0.6372)
C (0.0136, 0.5175, -1.0941)
N (-0.0057, -0.7637, -0.4471)
S (-2.5608, -0.5025, 0.7726)
Br (-2.2621, 1.5718, 1.2748)
H (1.5568, 0.1405, 0.5758)
H (0.6343, -0.9991, 1.5859)
H (1.6625, -1.7130, 0.4329)
H (-0.6613, 0.4808, -1.9502)
H (-0.3531, 1.3367, -0.4534)
H (1.0450, 0.6820, -1.3342)

Forces on atoms 1 to 6 (eV/Å):
3.1935 -2.1203 -3.4696
-1.1685 -0.4770 0.0573
-0.1284 -0.1652 0.5899
-0.2988 0.6597 0.3237
-0.3239 -0.5006 0.1076
0.1607 0.0387 0.6530



Entry 8:
DFT (ωB97M-V with the def2-TZVPD basis set) results for a 2-piece molecular cluster, C2H6BrO2P overall at a distorted geometry.

Values from the calculation:
DFT total energy: -85595.305 eV
ΔE to the lowest compared entry with this formula, charge and spin: 86.19 kcal/mol
strongest force on any atom: 3.91 eV/Å
spin multiplicity: 1
gap between HOMO and LUMO (spin up / spin down): 9.8 / 4.1 eV
lowest unoccupied orbital energy (spin up / spin down): -1.1 / -4.2 eV

CARTESIAN COORDINATES (ANGSTROEM)
C (-0.6148, 1.1385, 0.6943)
C (0.6697, -1.6094, -0.5736)
O (2.9095, -0.0718, -0.2571)
O (0.8059, 0.8036, 0.6799)
P (1.4987, 0.0024, -0.5440)
Br (-3.9849, 1.5560, -0.6899)
H (-0.9618, 1.2576, -0.2937)
H (-0.7426, 1.9740, 1.4844)
H (-1.1948, 0.2304, 1.1499)
H (-0.3827, -1.4085, -0.8085)
H (1.2829, -2.0855, -1.3962)
H (0.7148, -1.7874, 0.5545)

Forces on atoms 1 to 6 (eV/Å):
0.3751 -1.6661 3.5194
0.1624 1.0025 0.4913
2.5059 -0.3727 0.0656
-1.0656 0.4045 0.0142
-2.0429 1.2192 0.1194
-0.0432 0.0033 -0.0069



Entry 9:
DFT (ωB97M-V with the def2-TZVPD basis set) results for C2H6BrOP in the gas phase at a distorted geometry.

Values from the calculation:
DFT total energy: -83551.097 eV
ΔE to the lowest compared entry with this formula, charge and spin: 7.27 kcal/mol
strongest force on any atom: 3.58 eV/Å
spin multiplicity: 1
gap between HOMO and LUMO: 11.0 eV
lowest unoccupied orbital energy: 0.6 eV

CARTESIAN COORDINATES (ANGSTROEM)
C (-0.1836, 1.0570, -0.7640)
P (-0.6731, -0.5487, -0.2517)
C (0.9685, -0.8714, 0.7264)
O (-1.1266, -1.5422, -1.2095)
Br (-2.1047, 0.0751, 1.2277)
H (-1.0488, 1.6612, -1.2704)
H (-0.1242, 1.5037, 0.2209)
H (0.7564, 1.2117, -1.3043)
H (0.8143, -1.7581, 1.3029)
H (1.8093, -0.8606, 0.0808)
H (0.9126, 0.0724, 1.2413)

Forces on atoms 1 to 6 (eV/Å):
-1.8736 2.7557 -1.2965
3.2647 -0.5659 0.1126
-3.3025 0.5957 -0.7762
-0.5410 -0.7469 -0.5408
-0.8482 -0.1911 0.9000
1.5825 -1.2670 0.6620



Entry 10:
DFT (ωB97M-V with the def2-TZVPD basis set) results for C2H6BrOP in the gas phase at a distorted geometry.

Values from the calculation:
DFT total energy: -83549.498 eV
ΔE to the lowest compared entry with this formula, charge and spin: 44.13 kcal/mol
strongest force on any atom: 2.93 eV/Å
spin multiplicity: 1
gap between HOMO and LUMO: 9.8 eV
lowest unoccupied orbital energy: 0.5 eV

CARTESIAN COORDINATES (ANGSTROEM)
C (-0.2545, 0.7635, 1.0622)
C (-0.0445, -0.5361, 0.4318)
Br (0.7209, -1.5745, 1.9547)
P (0.8948, -0.5636, -1.1640)
O (-0.0384, 0.6383, -1.8610)
H (0.6465, 1.3136, 0.8714)
H (-1.1685, 1.3537, 0.6951)
H (-0.2867, 0.6159, 2.1102)
H (-0.9986, -1.0469, 0.2602)
H (0.2636, -1.6958, -1.5827)
H (0.2653, 0.7320, -2.7779)

Forces on atoms 1 to 6 (eV/Å):
-1.1010 2.5572 -0.9192
-1.1046 -2.0843 0.2115
0.4892 -0.7041 -0.9334
0.9941 1.1673 0.9652
0.1365 -0.5517 -0.4496
0.3632 0.9802 0.0325



Entry 11:
DFT (ωB97M-V with the def2-TZVPD basis set) results for C2H6Cl2NO3Sn2 as an isolated structure at a distorted geometry.

Values from the calculation:
DFT total energy: -46472.350 eV
ΔE to the lowest compared entry with this formula, charge and spin: 0.00 kcal/mol
strongest force on any atom: 2.95 eV/Å
spin multiplicity: 1
charge: +3
gap between HOMO and LUMO: 4.0 eV
lowest unoccupied orbital energy: -14.7 eV

CARTESIAN COORDINATES (ANGSTROEM)
Sn (2.2989, -1.7799, 2.7136)
Sn (-0.4441, -3.2857, -1.1555)
O (0.4172, -1.3889, 0.8271)
H (0.0714, -0.4876, 0.8753)
C (1.6112, 1.5451, -1.2743)
N (1.7537, 0.3865, -2.1931)
O (0.7979, -0.3962, -2.3139)
O (2.7823, 0.2560, -2.7752)
H (0.6115, 1.5724, -0.8571)
H (1.8544, 2.4635, -1.8005)
H (2.3372, 1.3608, -0.4842)
C (-2.6850, 0.0204, 1.7198)
Cl (-3.3399, -1.6501, 1.5589)
Cl (-3.9634, 1.1887, 1.5668)
H (-2.1512, 0.0441, 2.6648)
H (-1.9520, 0.1511, 0.9276)

Forces on atoms 1 to 6 (eV/Å):
-1.6244 0.6058 -1.3607
0.0647 2.0032 0.5248
1.9256 -1.9539 1.0866
-0.1407 0.0264 -0.1700
-0.0778 0.0079 0.4283
-0.0994 -0.0867 -0.3878



Entry 12:
DFT (ωB97M-V with the def2-TZVPD basis set) results for a 2-piece molecular cluster, C2H6Cl2P overall at a distorted geometry.

Values from the calculation:
DFT total energy: -36495.080 eV
ΔE to the lowest compared entry with this formula, charge and spin: 107.14 kcal/mol
strongest force on any atom: 2.61 eV/Å
spin multiplicity: 1
charge: +1
gap between HOMO and LUMO (spin up / spin down): 8.7 / 6.9 eV
lowest unoccupied orbital energy (spin up / spin down): -7.5 / -7.9 eV

CARTESIAN COORDINATES (ANGSTROEM)
C (-0.1108, 0.4254, -1.4180)
C (0.6443, -0.2686, 1.4012)
P (-0.3275, -0.8310, -0.0529)
Cl (-0.0188, -2.6415, -0.6956)
Cl (-2.6085, 1.7455, 0.6033)
H (0.9802, 0.6239, -1.5859)
H (-0.7311, 1.3362, -1.2649)
H (-0.3912, -0.0657, -2.3955)
H (0.0920, 0.3100, 2.0708)
H (1.4863, 0.4515, 1.2027)
H (0.9852, -1.0859, 2.1347)

Forces on atoms 1 to 6 (eV/Å):
0.2079 -1.0404 -1.2112
2.0080 -1.5474 0.6134
0.5989 2.3994 0.0305
0.2730 -0.1813 0.0759
-0.0713 -0.0341 0.1107
-0.7936 0.0638 0.6876